The following is a DFT calculation (ωB97M-V with the def2-TZVPD basis set) of the ion C9H18N3 with charge +1 in a non-equilibrium geometry.

```
! RIJCOSX wB97M-V def2-TZVPD def2/J DEFGRID3
* xyz 1 1
C -0.5454 -3.1344 0.3872
C 0.1442 -2.0943 0.9131
C -1.0031 -1.4439 -0.8231
C -1.5923 -0.4423 -1.8329
C -1.7172 0.9379 1.9571
C 1.4275 2.1496 -0.8715
C 2.0111 -0.1905 -1.0350
C -0.2636 0.8088 1.8943
C 0.0947 0.3855 0.4099
N -1.3619 -2.6715 -0.6688
N -0.1084 -0.9648 0.1473
N 1.4887 0.8268 -0.1245
H -0.5208 -4.2176 0.6428
H 0.6986 -1.8929 1.8101
H -2.2814 -0.9374 -2.4405
H -1.8888 0.4575 -1.3071
H -0.8276 -0.1983 -2.6473
H -2.4139 0.1688 1.4901
H -2.0905 1.8467 1.2970
H -1.9585 1.1173 3.0111
H 1.3525 2.9441 -0.2272
H 2.2485 2.2172 -1.6233
H 0.5937 2.0568 -1.5095
H 1.4025 -0.2024 -2.0072
H 3.0463 0.1094 -1.3310
H 2.1135 -1.1740 -0.5569
H 0.3667 1.6590 2.0195
H 0.1181 0.0614 2.5353
H -0.6695 0.8144 -0.1695
H 2.1364 1.0030 0.6604
*
```

Computed properties:
SMILES   CC[C@H](n1ccnc1C)[NH+](C)C
Maximum force   4.1 eV/Å
Frontier orbital gap   9.299 eV
E   -14087.0840 eV

Taken from the natural (NBO) analysis, the atomic charges in e are: -0.0634, -0.1222, 0.3877, -0.6611, -0.6393, -0.4024, -0.4392, -0.3998, 0.1504, -0.4148, -0.4350, -0.3674, 0.2440, 0.2179, 0.2712, 0.2086, 0.2162, 0.2492, 0.2126, 0.2516, 0.2318, 0.2454, 0.2229, 0.2436, 0.2371, 0.2590, 0.2065, 0.2215, 0.2311, 0.4363

---

The following is a DFT calculation (ωB97M-V with the def2-TZVPD basis set) of the ion C9H18N3O with charge +1 in a non-equilibrium geometry.

```
! RIJCOSX wB97M-V def2-TZVPD def2/J DEFGRID3
* xyz 1 1
C 0.2619 -2.2824 1.3584
C 0.7340 -2.1464 0.0272
C -0.7368 -1.4106 1.8670
C -1.0140 -0.2925 -0.1186
C -0.6560 3.1149 2.8781
C 2.0225 -0.8182 -2.2586
C -0.2203 -1.6054 -2.9180
C -1.0498 2.3821 1.5269
C 0.0438 1.8109 0.5132
N -1.3886 -0.5590 1.1644
N 0.3417 -1.0303 -0.5947
N 0.5712 -0.7612 -1.9432
O -0.7013 1.0019 -0.4503
H 0.8128 -2.9200 2.0564
H 1.4280 -2.9788 -0.1297
H -1.0625 -1.5885 2.9293
H -1.8506 -0.5946 -0.8010
H -0.0743 2.3949 3.5131
H -0.1054 3.9829 2.6940
H -1.5503 3.5106 3.3396
H 2.3700 -1.8137 -2.2342
H 2.1394 -0.3695 -3.2340
H 2.4363 -0.1482 -1.5660
H -1.1727 -1.1603 -3.2710
H 0.3559 -1.8812 -3.8052
H -0.2872 -2.4999 -2.2841
H -1.6447 3.2476 1.0641
H -1.6345 1.4580 1.6439
H 0.6738 2.5941 0.0499
H 0.6852 1.1776 1.1265
H 0.2727 0.1851 -2.1433
*
```

Computed properties:
SMILES   CCCO[C@@H]1N=CC=CN1[NH+](C)C
Maximum force   5.4 eV/Å
Frontier orbital gap   8.590 eV
E   -16132.0668 eV

Taken from the natural (NBO) analysis, the atomic charges in e are: -0.3708, 0.0141, 0.1436, 0.4194, -0.6062, -0.3977, -0.4489, -0.4304, -0.0929, -0.4725, -0.3034, -0.1839, -0.5547, 0.2473, 0.2665, 0.2185, 0.1838, 0.2004, 0.2088, 0.2286, 0.2315, 0.2348, 0.2379, 0.2568, 0.2440, 0.2314, 0.2098, 0.2349, 0.2094, 0.1762, 0.4636

---

The following is a DFT calculation (ωB97M-V with the def2-TZVPD basis set) of a cluster of 2 separate species, C9H18N4O in total in a non-equilibrium geometry.

```
! RIJCOSX wB97M-V def2-TZVPD def2/J DEFGRID3
* xyz 2 1
C 1.7746 0.0732 1.8319
C 1.7995 2.3318 0.7105
C 2.2802 1.6124 1.9812
C -0.2758 -2.2051 -2.4165
C -1.7043 -1.6905 -2.7171
C 0.1485 -1.7454 -1.0807
C -2.1282 -1.4331 -1.1809
C -0.1697 0.8932 0.9216
C -2.1677 0.5966 1.9040
N 0.3547 -0.0439 1.5860
N 0.6109 1.9497 0.2749
N 2.5711 3.0692 -0.0378
N -0.8825 -1.3319 -0.4416
O -1.4943 1.1908 0.8313
H 2.0423 -0.4706 2.8168
H 1.7120 2.0260 2.7348
H 3.3767 1.6041 2.3187
H -0.4533 -3.2878 -2.1005
H 0.4867 -2.0960 -3.2538
H -1.7212 -0.7797 -3.2635
H -2.3656 -2.3950 -3.2340
H 1.1365 -1.8216 -0.6767
H 2.2480 -0.4793 1.0751
H -2.6376 -0.4933 -0.9960
H -2.6364 -2.3441 -0.8940
H -3.1336 1.2202 1.9251
H -1.6545 0.5901 2.8384
H -2.3994 -0.4836 1.7565
H 0.0938 2.5397 -0.4021
H 3.4651 3.5659 0.1828
H 2.2749 3.6307 -0.8797
H -0.7638 -1.2042 0.5599
*
```

Computed properties:
Maximum force   4.2 eV/Å
Frontier orbital gap   10.490 eV
E   -17615.6525 eV

Taken from the natural (NBO) analysis, the atomic charges in e are: -0.2282, 0.5926, -0.4881, -0.4944, -0.3848, 0.2880, -0.2489, 0.7211, -0.2813, -0.5258, -0.6062, -0.7005, -0.4464, -0.4750, 0.2659, 0.2558, 0.2958, 0.2789, 0.2838, 0.2302, 0.2659, 0.2423, 0.2056, 0.2413, 0.2447, 0.2437, 0.2196, 0.1833, 0.4532, 0.4654, 0.4387, 0.4638

---

The following is a DFT calculation (ωB97M-V with the def2-TZVPD basis set) of the ion C9H18NO with charge +1 in a non-equilibrium geometry.

```
! RIJCOSX wB97M-V def2-TZVPD def2/J DEFGRID3
* xyz 1 3
C -0.0069 -0.0761 1.1451
C -0.0508 -1.0913 1.9889
C 0.8846 1.7336 0.1427
C 0.1548 1.1724 -1.0667
C 0.0683 -0.7861 3.5375
C -0.1633 -2.5326 1.5709
C -1.1499 1.9512 -1.2322
C 1.0990 1.1751 -2.2854
C -1.4490 -0.6811 -1.0520
N -0.1367 -0.2366 -0.6617
O 0.1621 1.2101 1.2320
H 1.8760 1.1730 0.0913
H 1.0288 2.7997 0.3915
H 0.3219 0.2565 3.5765
H -0.9749 -1.0390 4.0284
H 0.8595 -1.4278 3.8447
H -0.8667 -2.4551 0.7675
H 0.7557 -2.8577 1.2578
H -0.4670 -3.1036 2.3826
H -0.8826 2.8854 -1.6295
H -1.9620 2.0632 -0.4693
H -1.6405 1.5472 -2.0975
H 1.5387 2.1639 -2.5192
H 0.4558 0.9197 -3.1155
H 1.8479 0.4384 -2.2085
H -1.5293 -1.7114 -1.0086
H -2.1798 -0.3867 -0.4062
H -1.7195 -0.4162 -2.0051
H 0.4744 -1.0018 -0.9703
*
```

Computed properties:
⟨S²⟩   2.005
Maximum force   6.9 eV/Å
Frontier orbital gap (alpha / beta)   6.304 / 8.757 eV
E   -13149.0481 eV

Taken from the natural (NBO) analysis, the atomic charges in e are: 0.4434, 0.1304, -0.0945, 0.1145, -0.6617, -0.6542, -0.6613, -0.6230, -0.4170, -0.5036, -0.4196, 0.1871, 0.2504, 0.2286, 0.2577, 0.2436, 0.2252, 0.2432, 0.2475, 0.2433, 0.2513, 0.2221, 0.2454, 0.2267, 0.2218, 0.2142, 0.2031, 0.2133, 0.4219

---

The following is a DFT calculation (ωB97M-V with the def2-TZVPD basis set) of the ion C9H18NO2 with charge +1 in a non-equilibrium geometry.

```
! RIJCOSX wB97M-V def2-TZVPD def2/J DEFGRID3
* xyz 1 1
C 0.3345 -1.0984 0.8470
C 0.5649 -1.3546 -0.4828
C 1.3761 -2.5608 -0.8621
C 0.5699 1.5525 3.5832
C -0.3358 1.7639 -1.6942
C -1.7288 0.0270 -2.8739
C 0.0254 0.1221 1.5792
C 0.9760 0.3263 2.7810
C -0.9451 0.3569 -1.6053
N 0.2291 -0.5875 -1.5599
O 0.8370 -0.7278 -2.6095
O -1.7054 0.1859 -0.4621
H 0.5725 -1.9351 1.4983
H 1.0044 -2.9935 -1.7904
H 1.3640 -3.3083 -0.0770
H 2.4098 -2.2663 -1.0436
H -0.4220 1.4305 4.0105
H 1.2735 1.7049 4.3972
H 0.5732 2.4455 2.9631
H 0.3280 1.9709 -0.8590
H -1.1416 2.4924 -1.6809
H 0.2230 1.8628 -2.6206
H -2.1675 -0.9683 -2.8048
H -1.0847 0.0627 -3.7485
H -2.5241 0.7575 -3.0002
H -0.0052 1.0156 0.9615
H -0.9768 -0.0083 2.0085
H 1.9918 0.4551 2.4033
H 0.9611 -0.5555 3.4221
H -2.5772 -0.1678 -0.6801
*
```

Computed properties:
SMILES   CCC/C=C(/C)[N+](=O)C(C)(C)O
Maximum force   1.6 eV/Å
Frontier orbital gap (alpha / beta)   7.954 / 7.959 eV
E   -15200.6820 eV

Taken from the natural (NBO) analysis, the atomic charges in e are: 0.1455, 0.0351, -0.6316, -0.6035, -0.6317, -0.6506, -0.4899, -0.3770, 0.3804, 0.2522, -0.2242, -0.7039, 0.2271, 0.2419, 0.2411, 0.2498, 0.2125, 0.2334, 0.2094, 0.2241, 0.2525, 0.2447, 0.2275, 0.2598, 0.2489, 0.2277, 0.2735, 0.2079, 0.2103, 0.5069

---

The following is a DFT calculation (ωB97M-V with the def2-TZVPD basis set) of a structure of composition C9H18O3Rb in a non-equilibrium geometry.

```
! RIJCOSX wB97M-V def2-TZVPD def2/J DEFGRID3
* xyz 1 1
Rb -1.8028 0.5321 -0.3788
C 1.4810 1.0185 -3.6787
C 0.0613 1.2456 -3.9462
O -0.7568 0.9474 -3.0502
C -0.4345 1.6904 -5.2727
H 1.6182 0.1308 -3.0612
H 1.9478 1.7907 -3.0672
H 2.0509 0.8371 -4.5899
H -0.5796 0.7589 -5.8199
H 0.3481 2.1898 -5.8439
H -1.3502 2.2816 -5.2774
C 3.2207 -0.1763 -0.1824
C 2.0573 0.3981 0.6340
O 1.0899 0.9978 0.0512
C 2.0812 0.1937 2.1452
H 2.8322 -0.4178 -1.1717
H 3.4714 -1.1403 0.2603
H 4.0738 0.5021 -0.1662
H 2.8887 0.8227 2.5199
H 2.3535 -0.8500 2.3023
H 1.1611 0.4151 2.6859
C -3.5532 -0.7882 2.6196
C -2.2893 -1.0973 3.3797
O -1.3249 -0.4139 3.1711
C -2.2782 -2.2142 4.4079
H -3.8340 -1.7320 2.1523
H -3.3939 0.0958 2.0021
H -4.3593 -0.4960 3.2926
H -1.2730 -2.5540 4.6574
H -2.6946 -3.1027 3.9332
H -2.8126 -1.8653 5.2915
*
```

Computed properties:
Maximum force   3.9 eV/Å
Frontier orbital gap   9.871 eV
E   -16417.9259 eV

Taken from the natural (NBO) analysis, the atomic charges in e are: 0.9878, -0.7289, 0.6237, -0.6555, -0.7196, 0.2397, 0.2677, 0.2328, 0.2578, 0.2342, 0.2526, -0.7207, 0.6344, -0.6474, -0.7266, 0.2322, 0.2329, 0.2571, 0.2504, 0.2335, 0.2577, -0.7212, 0.6059, -0.5745, -0.7240, 0.2377, 0.1966, 0.2557, 0.2455, 0.2300, 0.2524

---

The following is a DFT calculation (ωB97M-V with the def2-TZVPD basis set) of an isolated molecule of C9H18O9S3 in a non-equilibrium geometry.

```
! RIJCOSX wB97M-V def2-TZVPD def2/J DEFGRID3
* xyz 0 1
O 1.9971 -0.1193 3.9979
O 0.8314 -2.2350 3.5845
O -5.2095 0.4651 -1.9706
O -4.5125 1.0212 0.3105
O 4.0244 0.4337 1.7806
O 4.2438 1.5578 -0.3023
O 2.8095 -1.6070 2.1246
O -4.3838 -1.3725 -0.4786
O 4.6938 2.8842 1.9956
C -1.2033 2.2650 -0.5987
C -0.1343 -0.0712 -0.8343
C -0.1057 2.5948 0.4134
C 0.3418 -0.5174 1.6777
C -2.5706 0.4498 -1.5332
C 2.1192 2.1964 1.4350
C 0.9756 0.2180 0.3668
C -1.4248 0.7973 -0.5166
C 1.1127 1.7706 0.3610
S 1.5204 -1.0886 2.9960
S -4.2425 0.2474 -0.9439
S 3.8219 1.7608 1.1434
H 3.4695 -0.8558 2.3198
H -5.3599 -1.4211 -0.1876
H 5.3009 2.3713 2.5067
H -2.1397 2.7195 -0.2665
H -0.9180 2.5733 -1.5841
H -0.4674 -1.1453 -0.8670
H 0.2510 0.1354 -1.7839
H 0.1443 3.6574 0.3928
H -0.6291 2.5366 1.3997
H -0.1772 -1.3655 1.4777
H -0.3365 0.1772 2.2525
H -2.4907 1.2051 -2.3594
H -2.2779 -0.4595 -2.0387
H 1.7598 1.8992 2.4440
H 2.0492 3.2665 1.4424
H 1.8900 -0.2627 0.0046
H -1.8057 0.5239 0.4353
H 1.4534 2.1450 -0.6793
*
```

Computed properties:
SMILES   O=S(=O)(O)C[C@@H]1CC[C@@H](CS(=O)(=O)O)[C@@H](CS(=O)(=O)O)C1
Maximum force   5.8 eV/Å
Frontier orbital gap   10.906 eV
E   -60554.8890 eV

Taken from the natural (NBO) analysis, the atomic charges in e are: -0.9352, -0.9259, -0.9107, -0.9277, -0.9848, -0.8550, -0.8847, -0.8762, -0.8359, -0.4090, -0.3785, -0.3939, -0.6293, -0.6837, -0.6721, -0.2191, -0.2150, -0.2376, 2.2767, 2.2893, 2.2666, 0.5295, 0.5122, 0.5160, 0.2388, 0.2008, 0.2136, 0.2077, 0.2199, 0.1988, 0.2481, 0.2441, 0.2733, 0.2632, 0.2960, 0.2571, 0.2571, 0.2245, 0.2411

---

The following is a DFT calculation (ωB97M-V with the def2-TZVPD basis set) of a structure of composition C9H19AlBrIO3P.

```
! RIJCOSX wB97M-V def2-TZVPD def2/J DEFGRID3
* xyz -1 1
C 1.3486 -2.5885 0.7772
C 0.5333 -2.5290 -0.5182
C -0.7696 -3.3020 -0.3328
C 0.4103 -1.1358 -1.1699
C -0.3897 0.0524 -0.5822
C -0.1429 0.3197 0.9372
C 1.2581 0.7038 1.4628
C 2.2987 1.2871 0.5166
Br 1.0270 1.9873 2.9604
O -0.0772 1.2060 -1.3194
Al -1.4319 2.3623 -1.3198
P -1.2750 4.2395 0.1867
O -2.3595 5.2658 -0.0338
O -2.5023 1.1461 -0.5243
C -1.9590 -0.0713 -0.6561
I -2.6673 -0.8831 -2.6458
H 0.7641 -2.2847 1.6478
H 2.2400 -1.9608 0.7291
H 1.6877 -3.6117 0.9625
H 1.1224 -3.0958 -1.2502
H -0.5555 -4.3257 -0.0098
H -1.3508 -3.3472 -1.2509
H -1.4044 -2.8501 0.4350
H 1.4229 -0.7627 -1.3166
H 0.0090 -1.2627 -2.1780
H -0.4865 -0.5453 1.5095
H -0.8314 1.1258 1.1928
H 1.6840 -0.1361 2.0020
H 3.0995 1.7608 1.0834
H 1.8427 2.0003 -0.1643
H 2.7455 0.4903 -0.0786
H -1.7952 2.9226 -2.7577
H -1.1681 3.8411 1.5473
H 0.0360 4.8048 0.1326
H -2.3635 -0.8227 0.0252
*
```

Computed properties:
Maximum force   0.6 eV/Å
Frontier orbital gap   7.788 eV
E   -109817.8085 eV

Taken from the natural (NBO) analysis, the atomic charges in e are: -0.6062, -0.2132, -0.6137, -0.4298, 0.2178, -0.4783, -0.1652, -0.6454, -0.0756, -0.9661, 1.4460, 0.8827, -1.1464, -0.8984, 0.1255, -0.1519, 0.1968, 0.2016, 0.2016, 0.1928, 0.1961, 0.2279, 0.1940, 0.2095, 0.2341, 0.2069, 0.2440, 0.2029, 0.2122, 0.2485, 0.2088, -0.4084, -0.1042, -0.1220, 0.1750